This record from OMol25 describes a molecular structure, C7H9NOS2 at a distorted geometry. The level of theory is ωB97M-V/def2-TZVPD.

XYZ file:
```
20
Properties=species:S:1:pos:R:3:forces:R:3
H -1.38879 2.20849 1.97510 -0.556 0.947 0.190
C -0.86215 0.61148 0.81230 1.062 -1.782 1.725
H -2.54195 0.82204 1.96515 -0.707 0.204 0.974
S 0.90948 -1.79719 1.44874 -1.058 0.183 -0.535
H 1.40983 -2.93189 -0.79697 0.271 1.187 1.082
C 1.74599 -0.65453 -0.87242 -0.062 -1.989 -0.981
S -2.18969 -0.52904 -2.11761 0.027 -0.504 -0.505
O -0.00897 2.17421 -0.88415 0.321 -0.283 -0.372
C 1.78397 -2.07871 -0.14495 -0.883 1.112 -1.328
H 2.06434 -0.73315 -2.00124 -1.028 0.205 2.179
C -3.09210 -0.20224 -0.84945 0.627 2.551 -0.504
H -3.44617 -0.86576 -0.13951 -0.685 -1.759 1.130
H -3.32872 0.84636 -0.58166 0.035 -0.445 -0.315
H 2.33873 0.05311 -0.35468 1.688 0.447 0.363
C -0.05302 -0.52111 0.71675 0.541 0.793 -0.517
H 2.77439 -2.19064 0.15788 1.748 -0.872 0.281
C -0.19126 1.11859 -0.37026 -0.004 -0.416 0.399
C -1.52491 1.15153 2.03492 1.116 -0.261 -1.311
N 0.41728 -0.26364 -0.56622 -1.755 0.919 -2.270
H -0.91346 0.82513 2.87667 -0.698 -0.238 0.315
```
Forces are in eV/Å.

## Properties
HOMO, hartree: -0.2989
Frontier orbital gap, hartree: 0.3055
E_LUMO, eV: 0.18

And the natural (NBO) charges, in e, turn out to be: atom 1 (H): 0.23, atom 2 (C): -0.26, atom 3 (H): 0.22, atom 4 (S): 0.30, atom 5 (H): 0.24, atom 6 (C): -0.21, atom 7 (S): 0.09, atom 8 (O): -0.53, atom 9 (C): -0.51, atom 10 (H): 0.23, atom 11 (C): -0.49, atom 12 (H): 0.18, atom 13 (H): 0.18, atom 14 (H): 0.19, atom 15 (C): 0.13, atom 16 (H): 0.22, atom 17 (C): 0.72, atom 18 (C): -0.63, atom 19 (N): -0.51, atom 20 (H): 0.22



This record from OMol25 describes a molecular structure, C8H12N6O3S2SbSe4Sr. The level of theory is ωB97M-V/def2-TZVPD.

XYZ file:
```
37
Properties=species:S:1:pos:R:3:forces:R:3
Se -0.21155 -5.59731 -1.29095 0.170 0.056 -0.029
C 1.74265 2.88103 0.15526 0.000 -0.106 -0.227
H 1.37248 4.57601 -0.85937 0.008 -0.009 -0.002
H 4.84796 2.26888 -0.39855 0.010 -0.014 -0.008
H -3.16290 1.71371 1.70793 0.017 -0.013 0.009
O 2.99784 3.06209 -0.24016 0.015 0.031 0.038
H -5.09160 -0.71472 -0.02618 0.011 -0.009 -0.002
N -3.36658 0.34354 -0.44671 0.140 -0.048 0.075
O -1.32154 1.24506 -0.81182 0.057 0.040 0.032
H -0.83939 3.46730 -0.70111 -0.007 -0.016 0.019
C 3.88614 1.93990 -0.01888 -0.024 0.029 0.016
Se -1.50791 -2.00440 -2.13169 0.015 -0.183 0.148
Sr 0.48791 -0.51066 -0.10789 0.187 0.352 -0.313
C 2.54914 -2.49157 -0.87244 -0.130 0.035 -0.053
C 2.89155 -2.51178 0.49164 -0.014 0.070 0.120
N -2.47318 1.92411 1.01048 -0.054 0.070 -0.022
H -3.05843 -0.38500 -1.09630 -0.053 0.049 -0.046
C 2.92571 -3.80249 1.14145 -0.003 -0.012 0.058
H -1.65822 2.46809 1.25835 -0.006 -0.016 -0.008
Se -0.58258 -2.72491 1.62495 -0.333 -0.276 0.087
N 1.39463 -4.66763 -1.56057 -0.092 0.138 0.115
H 3.94186 1.71988 1.04398 0.014 0.007 -0.003
H 3.53467 1.05599 -0.54930 0.033 0.008 0.000
H -0.73046 4.87176 0.20710 0.008 0.008 -0.010
O 1.31349 1.86613 0.66909 -0.044 -0.050 0.156
C -4.43922 0.00207 0.46606 -0.027 -0.016 0.009
C -2.35077 1.16511 -0.11317 -0.018 -0.144 0.077
H -4.07416 -0.46054 1.38902 0.017 0.000 -0.010
Se -3.63553 -5.07995 -0.15447 0.029 0.083 0.043
N 3.00789 -4.82183 1.66839 0.006 -0.005 -0.022
N -0.37926 3.93461 0.07578 -0.012 0.002 0.026
N 1.00502 3.99499 -0.12053 -0.010 0.060 0.048
C 1.90375 -3.65052 -1.27427 0.086 -0.212 -0.155
Sb -1.70318 -3.67367 -0.34577 -0.027 0.168 -0.087
S 3.19007 -1.17305 1.46600 0.031 0.002 -0.115
S 2.62935 -1.11369 -1.96694 0.004 -0.080 0.049
H -5.03562 0.88349 0.71157 -0.003 -0.001 -0.011
```
Forces are in eV/Å.

## Properties
HOMO, hartree: -0.1696
Frontier orbital gap, hartree: 0.2341
Total charge: -1
E_LUMO, eV: 1.76

And the natural (NBO) charges, in e, turn out to be: atom 1 (Se): 0.15, atom 2 (C): 0.90, atom 3 (H): 0.38, atom 4 (H): 0.19, atom 5 (H): 0.40, atom 6 (O): -0.51, atom 7 (H): 0.23, atom 8 (N): -0.64, atom 9 (O): -0.78, atom 10 (H): 0.38, atom 11 (C): -0.27, atom 12 (Se): -0.83, atom 13 (Sr): 1.72, atom 14 (C): -0.45, atom 15 (C): -0.23, atom 16 (N): -0.86, atom 17 (H): 0.45, atom 18 (C): 0.25, atom 19 (H): 0.43, atom 20 (Se): -0.84, atom 21 (N): -0.52, atom 22 (H): 0.20, atom 23 (H): 0.24, atom 24 (H): 0.36, atom 25 (O): -0.71, atom 26 (C): -0.43, atom 27 (C): 0.79, atom 28 (H): 0.20, atom 29 (Se): -0.71, atom 30 (N): -0.31, atom 31 (N): -0.66, atom 32 (N): -0.48, atom 33 (C): 0.54, atom 34 (Sb): 0.99, atom 35 (S): -0.24, atom 36 (S): -0.49, atom 37 (H): 0.19



Energy in eV, matching the order above: -32609.309 -314009.459
Energy above the lowest of the compared OMol25 structures with the same formula, charge and spin in eV, matching the order above: 2.771 0.000